Formula: C13H21N5O3
Source: OMol25
Level of theory: ωB97M-V/def2-TZVPD

frontier orbital gap = 9.349 eV
LUMO energy = 0.823 eV
energy relative to the best compared isomer or geometry (same formula, charge and spin) = 1.446 eV
SMILES = CCOc1nc(N2CCOCC2)nc(N2CCOCC2)n1

The geometry in XYZ format:
```
42
Properties=species:S:1:pos:R:3:lowdin_charge:R:1
C 3.7784 3.8678 -0.2803 -0.067
C 3.1425 2.4945 -0.1535 -0.253
O 1.7621 2.6748 0.1337 0.009
C 1.0413 1.5720 0.2963 -0.414
N -0.2366 1.7735 0.5689 0.202
C -0.9588 0.6583 0.7193 -0.342
N -2.2576 0.8023 1.0393 -0.057
C -3.1578 -0.3210 1.0517 -0.122
C -3.9542 -0.3473 -0.2694 -0.175
O -4.0410 0.9374 -0.8500 -0.131
C -4.1877 1.9535 0.1127 -0.184
C -2.9058 2.0924 0.9592 -0.111
N -0.4752 -0.5822 0.6191 0.188
C 0.8265 -0.6603 0.3518 -0.341
N 1.3860 -1.8831 0.2907 -0.058
C 0.5857 -3.0843 0.2638 -0.120
C 0.6046 -3.6682 -1.1543 -0.185
O 1.9255 -3.8930 -1.5947 -0.134
C 2.6770 -2.6990 -1.5946 -0.184
C 2.7325 -2.0793 -0.1928 -0.120
N 1.6351 0.3948 0.1756 0.190
H 3.6564 4.4206 0.6468 0.076
H 3.3008 4.4264 -1.0803 0.076
H 4.8374 3.7640 -0.4987 0.075
H 3.6067 1.9152 0.6534 0.119
H 3.2470 1.9223 -1.0831 0.119
H -3.8340 -0.2053 1.9057 0.125
H -2.5747 -1.2321 1.1718 0.106
H -3.4531 -0.9686 -1.0144 0.121
H -4.9643 -0.7484 -0.0894 0.121
H -4.3819 2.8710 -0.4443 0.125
H -5.0560 1.7405 0.7546 0.121
H -3.1533 2.4493 1.9665 0.126
H -2.1948 2.7817 0.5029 0.110
H -0.4284 -2.8320 0.5685 0.107
H 1.0209 -3.8079 0.9619 0.131
H 0.1051 -4.6378 -1.1842 0.126
H 0.0943 -2.9720 -1.8378 0.129
H 3.6755 -2.9686 -1.9422 0.126
H 2.2294 -1.9747 -2.2924 0.129
H 3.2372 -1.1147 -0.2121 0.111
H 3.2502 -2.7634 0.4884 0.131
```